Record 1
Molecular formula: C5H2N
Method: DFT, ωB97M-V with the def2-TZVPD basis set

Each line ends with the Mulliken charge.
CARTESIAN COORDINATES (ANGSTROEM)
C 3.1662 0.8474 0.3846  -0.008
C 3.4666 1.9114 0.7405  0.038
C -1.1605 -1.3681 0.2164  -0.436
C -0.4782 -0.4212 -0.1423  0.384
C 0.8639 1.5260 -0.5909  0.257
N 0.2926 0.5470 -0.3379  -0.056
H -2.1233 -1.8881 0.3672  0.364
H 1.5227 2.4045 -0.6749  0.459

Atoms 1-3, force components in eV/Å:
-1.23 -5.88 -1.83
1.81 5.82 2.07
-0.80 1.59 -0.79

Highest occupied orbital energy (spin up / spin down) = -15.8 / -15.8 eV
Maximum force = 0.1252 Eh/bohr
Net charge = +1
LUMO level (spin up / spin down) = -7.43 / -7.68 eV
E = -6686.47495 eV
HOMO-LUMO gap (spin up / spin down) = 8.36 / 8.14 eV
ΔE to the lowest compared entry with this formula, charge and spin = 6.272 eV

Record 2
Molecular formula: C10H14BrF8GaNO2
Method: DFT, ωB97M-V with the def2-TZVPD basis set

Each line ends with the Mulliken charge.
CARTESIAN COORDINATES (ANGSTROEM)
C -2.7707 -1.8441 -3.6674  -1.584
C -2.1089 -2.0416 -2.2846  1.181
C -0.6077 -1.7831 -2.3763  -1.586
C -2.4131 -3.4265 -1.6955  -1.100
Ga -2.1662 -3.6111 0.2876  0.392
Br -4.3613 -3.7327 1.3288  -0.555
N -1.2592 -2.0034 0.9933  -0.373
C -1.8290 -0.9529 0.9654  0.649
O -2.3235 0.1253 0.9338  -0.642
H -2.8874 -2.8086 -4.1712  0.335
H -3.7757 -1.4281 -3.5518  0.374
H -2.1917 -1.1761 -4.3107  0.391
H -2.5451 -1.2872 -1.6193  -0.042
H -0.4121 -0.7227 -2.5782  0.305
H -0.0961 -2.0330 -1.4445  0.411
H -0.1628 -2.3509 -3.2011  0.386
H -1.8262 -4.1953 -2.2127  0.363
H -3.4715 -3.6526 -1.8769  0.420
H -1.3866 -4.9151 0.7532  -0.278
C 1.1239 2.7695 2.5627  -0.784
C 0.7503 3.2345 1.1508  0.883
C 0.5750 2.1531 0.0851  0.327
F 1.7376 1.4989 -0.1265  -0.236
F 0.2151 2.7488 -1.0760  -0.285
F 1.6094 4.1885 0.7239  -0.287
F -0.4801 3.8143 1.2687  -0.326
O 2.4831 2.8888 2.9448  -0.406
C 3.3946 1.8931 2.7718  0.865
C 4.5787 2.3508 1.9051  0.184
F 4.1617 2.7199 0.6815  -0.218
F 5.4444 1.3191 1.7726  -0.260
F 2.8581 0.7567 2.3115  -0.276
F 3.9333 1.6225 3.9916  -0.316
H 0.6069 3.4674 3.2192  0.393
H 0.7229 1.7758 2.7654  0.403
H -0.2043 1.4486 0.3880  0.062
H 5.0842 3.1894 2.3877  0.229

Atoms 1-3, force components in eV/Å:
-0.11 -0.13 0.22
-0.09 -0.07 -0.14
0.06 0.27 0.00

Highest occupied orbital energy = -5.4 eV
Maximum force = 0.0143 Eh/bohr
Net charge = -1
LUMO level = 2.49 eV
E = -160345.25946 eV
HOMO-LUMO gap = 7.92 eV

Record 3
Molecular formula: C22H43N2P3SeZr
Method: DFT, ωB97M-V with the def2-TZVPD basis set

Each line ends with the Mulliken charge.
CARTESIAN COORDINATES (ANGSTROEM)
Zr -0.5060 0.1118 -0.0713  -0.632
P -3.0486 -0.1434 -0.1817  1.361
P 0.2467 -2.9204 0.0992  1.272
P -0.1124 2.7038 0.0275  1.315
H 4.7517 -0.5975 -0.6950  0.330
C 4.4632 0.3660 -0.2405  -0.531
C 4.3307 0.5493 1.0816  -0.623
H 4.4968 -0.2555 1.8132  0.324
C -3.7055 -0.3672 -1.8647  -1.338
C -3.8113 -1.4875 0.7542  -1.259
C -3.9461 1.3253 0.3881  -1.310
C 1.9220 -3.5719 0.0574  -1.145
C -0.5859 -3.5770 1.5435  -1.248
C -0.5432 -3.6809 -1.3431  -1.061
C 1.6064 3.3202 0.0974  -1.128
C -0.8101 3.6274 1.4387  -1.376
C -0.7239 3.7903 -1.3043  -1.358
H 4.1941 1.1898 -0.9512  0.286
H 3.9408 1.5015 1.4744  0.282
H -4.7973 -0.3826 -1.7917  0.494
H -3.3419 -1.3044 -2.2892  0.400
H -3.3848 0.4710 -2.4879  0.445
H -4.8926 -1.3090 0.7355  0.528
H -3.4607 -1.4937 1.7928  0.380
H -3.5898 -2.4533 0.2887  0.379
H -5.0091 1.1388 0.2038  0.560
H -3.6304 2.2110 -0.1741  0.356
H -3.7923 1.5087 1.4555  0.407
H 1.8775 -4.5039 -0.5320  0.482
H 2.2827 -3.7342 1.0801  0.435
H 2.5749 -2.8534 -0.4521  0.347
H -0.5783 -4.6649 1.4442  0.467
H -1.6037 -3.1752 1.5910  0.329
H -0.0298 -3.2404 2.4240  0.412
H -0.1447 -4.7042 -1.4191  0.519
H -0.3095 -3.1286 -2.2643  0.392
H -1.6285 -3.7443 -1.1930  0.339
H 1.6487 4.3042 -0.3887  0.480
H 2.2730 2.6162 -0.4143  0.158
H 1.9274 3.4097 1.1401  0.441
H -0.6366 4.6988 1.2846  0.460
H -0.3222 3.3154 2.3666  0.426
H -1.8842 3.4494 1.5467  0.333
H -0.3273 4.8040 -1.1352  0.515
H -1.8153 3.8432 -1.3051  0.382
H -0.4017 3.4358 -2.2839  0.420
C 1.0559 0.2729 -3.8508  0.625
C 2.4266 0.0300 -3.6056  0.181
C 3.3259 -0.0682 -4.6779  -0.595
C 2.8846 0.1229 -5.9913  -0.481
C 1.5325 0.3739 -6.2551  -0.763
C 0.6307 0.4784 -5.1888  -0.409
Se -0.4259 0.1171 -2.5577  0.221
H 0.1071 -1.5286 0.7602  -0.162
H 2.7492 -0.1390 -2.5705  0.083
H 4.3733 -0.3142 -4.4997  0.431
H 3.5798 0.0714 -6.8163  0.440
H 1.1588 0.4781 -7.2859  0.406
H -0.4444 0.6496 -5.3884  0.339
N -0.1264 -0.1609 6.4027  -0.405
C -0.1593 -0.1144 5.0459  1.009
C 0.7638 -0.8585 4.2873  -0.934
C 0.7935 -0.6687 2.9130  -0.760
N -0.1876 0.0350 2.2671  0.391
C -1.1704 0.6454 2.9860  -0.569
C -1.1399 0.6458 4.3746  -1.019
H 0.5447 -0.7152 6.9151  0.233
H -0.7586 0.3949 6.9575  0.230
H 1.5112 -1.4996 4.7558  0.450
H 1.6032 -1.0915 2.2998  0.803
H -1.9543 1.1864 2.4363  0.382
H -1.8366 1.2589 4.9403  0.425

Atoms 1-3, force components in eV/Å:
0.51 1.30 0.02
-2.12 -0.05 -0.53
-0.10 -1.71 0.99

Highest occupied orbital energy = -19.1 eV
Maximum force = 0.0548 Eh/bohr
Net charge = +4
LUMO level = -13.87 eV
E = -120944.01182 eV
HOMO-LUMO gap = 5.18 eV
ΔE to the lowest compared entry with this formula, charge and spin = 0.000 eV

Record 4
Molecular formula: C47H110N6O9
Method: DFT, ωB97M-V with the def2-TZVPD basis set

Each line ends with the Mulliken charge.
CARTESIAN COORDINATES (ANGSTROEM)
C -7.9933 1.4742 0.4359  -0.061
O -8.7012 2.0155 1.5362  -0.546
H -7.6459 0.4666 0.6696  0.228
H -8.4225 1.5408 -0.5631  0.309
H -7.0747 2.0631 0.2810  -0.252
H -8.0461 2.4641 2.0775  0.308
C -6.4259 -0.8567 -2.2067  -0.311
O -7.6676 -0.9756 -1.4947  -0.502
H -6.5094 -1.3960 -3.1536  0.444
H -6.1034 0.1689 -2.3805  0.135
H -5.7035 -1.4335 -1.6269  -0.036
H -8.3069 -1.2764 -2.1438  0.300
C -6.5834 5.3651 1.9144  -0.589
O -6.9780 4.3272 2.7730  -0.466
H -5.8572 4.9918 1.1744  0.093
H -7.3903 5.8047 1.3281  0.361
H -6.0425 6.2126 2.3523  0.339
H -6.3531 4.2994 3.5021  0.275
C -0.2572 7.0258 2.4246  -1.692
C -1.0131 6.5804 1.1680  1.799
C -2.4163 7.1977 1.0698  -0.766
O -3.0459 7.0309 -0.1831  -0.262
C -4.1134 7.8906 -0.5062  -0.812
N -0.2946 6.9204 -0.0514  -0.697
H -0.3038 8.1157 2.5063  0.425
H 0.7913 6.7432 2.3559  0.416
H -0.7151 6.6580 3.3422  0.364
H -1.1396 5.4961 1.2778  -0.926
H -2.2678 8.2743 1.2255  0.457
H -3.1011 6.7910 1.8217  0.280
H -4.8217 8.0362 0.3169  0.315
H -4.6773 7.3438 -1.2601  0.251
H -3.7442 8.8460 -0.8798  0.295
H 0.6795 6.6674 -0.0644  0.237
H -0.8252 6.5689 -0.8353  0.252
C -0.3411 -0.2539 7.0361  -1.552
C -0.0146 1.2347 7.0684  0.573
C 0.4179 1.7834 5.7223  -0.121
O 1.7780 1.4221 5.5212  -0.456
C 2.1334 1.5529 4.1646  -0.452
N -1.2465 1.9247 7.4786  -0.742
H -0.6416 -0.6591 8.0055  0.432
H 0.5996 -0.7710 6.7993  0.350
H -1.1286 -0.5790 6.3530  0.342
H 0.7628 1.3727 7.8263  0.281
H 0.4070 2.8745 5.8320  0.367
H -0.2107 1.3075 4.9650  -0.210
H 2.0456 2.5903 3.8259  0.280
H 1.5093 0.9279 3.5163  0.076
H 3.1518 1.2275 3.9609  0.445
H -1.5800 2.5137 6.7178  0.265
H -2.0445 1.3377 7.6698  0.260
C 5.0542 -3.2244 4.7780  -1.639
C 5.5827 -3.8329 3.4393  1.397
C 4.6662 -5.0734 3.1805  -1.384
C 3.1838 -4.7739 2.8135  -1.010
C 3.1993 -3.7949 1.5955  -1.299
C 4.1013 -2.5772 1.8149  2.459
N 5.4173 -2.8870 2.3630  0.458
O 6.2410 -1.7441 2.4975  -0.457
C 4.3355 -2.0840 0.3718  -2.119
C 3.3227 -1.5408 2.6022  -1.573
C 6.9988 -4.3826 3.5798  -1.675
H 3.9942 -3.0256 4.6202  0.402
H 5.4630 -2.2594 5.0704  0.335
H 5.0524 -3.9907 5.5551  0.454
H 5.1009 -5.6834 2.3862  0.394
H 4.6603 -5.5972 4.1375  0.535
H 2.8076 -4.3262 3.7353  0.317
H 2.7276 -5.7561 2.7042  0.444
H 2.1794 -3.4287 1.4737  0.263
H 3.4399 -4.4918 0.7920  0.521
H 4.9615 -2.8258 -0.1296  0.578
H 3.4409 -1.9452 -0.2313  -0.099
H 4.9142 -1.1557 0.3635  0.614
H 2.5313 -1.9840 3.2128  0.395
H 3.8644 -0.8143 3.2081  0.305
H 2.7560 -0.8582 1.9565  -0.057
H 7.1542 -5.3404 3.0857  0.352
H 7.1568 -4.5757 4.6419  0.356
H 7.6958 -3.6315 3.2123  0.348
H 6.9070 -1.9114 1.8222  0.368
C -1.1909 -7.0195 -2.6795  -2.158
C -0.6970 -5.6649 -2.1130  2.044
C 0.4016 -5.2020 -3.1107  -1.807
C 0.5779 -3.6741 -3.2365  0.658
C -0.7066 -2.8457 -3.2065  -1.354
C -1.6401 -3.3181 -2.0748  2.042
N -1.8388 -4.7562 -2.1625  0.357
O -2.8790 -5.1661 -1.2997  -0.513
C -1.2271 -2.7699 -0.7039  -0.103
C -2.9318 -2.5591 -2.3951  -2.923
C -0.0249 -5.9592 -0.7631  -1.588
H -1.9839 -7.4019 -2.0256  0.470
H -0.4407 -7.7991 -2.5403  0.402
H -1.5837 -6.9150 -3.6876  0.472
H 1.4014 -5.5344 -2.8186  0.405
H 0.3032 -5.7002 -4.0775  0.359
H 1.1965 -3.3956 -4.0952  0.631
H 1.1787 -3.3756 -2.3692  -0.486
H -1.1625 -2.9075 -4.1956  0.658
H -0.3841 -1.8197 -3.0201  0.041
H -2.0231 -2.8755 0.0374  0.499
H -0.3146 -3.2005 -0.2894  -0.420
H -1.0784 -1.6892 -0.7061  -0.440
H -3.4295 -3.0345 -3.2542  0.589
H -3.7002 -2.8161 -1.6576  0.620
H -2.8630 -1.5029 -2.6348  0.261
H 0.8591 -6.5928 -0.8774  0.439
H -0.6254 -6.4510 0.0010  0.339
H 0.4205 -5.0352 -0.3845  0.152
H -3.4924 -5.6145 -1.8917  0.364
C -3.4300 0.0329 0.4133  -1.492
C -3.0878 1.5107 0.3822  2.171
C -3.1478 2.1065 1.7980  -1.480
C -1.8858 1.8034 2.5951  -0.723
C -0.6968 2.3924 1.8464  -0.159
C -0.4853 1.6949 0.4954  2.652
N -1.7639 1.8077 -0.2366  0.311
O -1.6456 1.1992 -1.5144  -0.327
C 0.5024 2.5500 -0.3048  -2.178
C 0.1338 0.3229 0.6075  -0.236
C -4.1102 2.3450 -0.4253  -1.413
H -2.8279 -0.4790 1.1759  0.229
H -3.1103 -0.5718 -0.4353  -0.049
H -4.4801 -0.1235 0.6608  0.550
H -3.2416 3.1969 1.7762  0.221
H -4.0408 1.7644 2.3255  0.571
H -1.7331 0.7217 2.6990  0.381
H -1.8084 2.1551 3.6270  0.394
H 0.1907 2.4491 2.4734  -0.058
H -0.9994 3.4346 1.6980  -0.912
H 0.2020 3.5861 -0.4591  0.266
H 1.4555 2.6141 0.2378  0.407
H 0.7944 2.0540 -1.2320  0.424
H -0.4889 -0.3579 1.2024  0.296
H 0.2891 -0.1426 -0.3649  -0.516
H 1.0667 0.2616 1.1721  -0.274
H -4.5098 1.9164 -1.3466  0.417
H -3.6893 3.2988 -0.7745  0.417
H -4.8997 2.7670 0.2015  -0.226
H -2.1679 1.7897 -2.0728  0.317
C 2.6443 1.7002 -6.6534  -1.719
C 2.8920 0.1937 -6.4026  1.464
C 4.3579 -0.1203 -6.6080  -1.177
C 5.2864 0.3255 -5.4720  -0.737
C 4.7545 -0.2944 -4.1891  -1.240
C 3.3138 0.1028 -3.8408  2.072
N 2.5519 -0.2771 -5.0468  0.643
O 1.1370 -0.2805 -4.8689  -0.489
C 2.7354 -0.6860 -2.6637  -2.327
C 3.3286 1.6026 -3.5128  -1.886
C 2.0864 -0.6125 -7.4557  -2.141
H 2.7697 1.8791 -7.7225  0.469
H 3.2392 2.3801 -6.0517  0.293
H 1.5871 1.9040 -6.4610  0.356
H 4.5500 -1.1637 -6.8782  0.454
H 4.7559 0.3814 -7.5009  0.409
H 5.2724 1.4130 -5.3916  0.328
H 6.3180 0.0105 -5.6194  0.403
H 5.4160 -0.0997 -3.3377  0.375
H 4.7639 -1.3850 -4.3037  0.427
H 3.1680 -0.3311 -1.7311  0.466
H 1.6557 -0.5261 -2.5930  0.344
H 2.7509 -1.7733 -2.7575  0.381
H 3.5657 1.7633 -2.4543  0.450
H 4.0249 2.2847 -3.9966  0.267
H 2.3188 2.0078 -3.6371  0.486
H 2.1748 -1.6885 -7.3038  0.389
H 2.6410 -0.4022 -8.3748  0.554
H 1.0508 -0.3195 -7.6029  0.316
H 0.9459 -1.2253 -4.8764  0.288

Atoms 1-3, force components in eV/Å:
1.88 0.42 0.21
-0.49 0.01 -0.46
-0.35 -0.18 -0.35

Highest occupied orbital energy = -8.3 eV
Maximum force = 0.0579 Eh/bohr
Net charge = 0
LUMO level = 0.29 eV
Structure (SMILES) = CC1(C)CCCC(C)(C)N1O.CC1(C)CCCC(C)(C)N1O.CC1(C)CCCC(C)(C)N1O.CC1(C)CCCC(C)(C)N1O.COC[C@H](C)N.COC[C@H](C)N.CO.CO.CO
E = -77881.98637 eV
HOMO-LUMO gap = 8.60 eV
ΔE to the lowest compared entry with this formula, charge and spin = 2.451 eV

Record 5
Molecular formula: C4H4N2
Method: DFT, ωB97M-V with the def2-TZVPD basis set

Each line ends with the Mulliken charge.
CARTESIAN COORDINATES (ANGSTROEM)
N -1.1409 -0.8455 -0.4376  -0.595
C -0.3326 -0.2953 0.5447  -0.081
C 1.0972 -0.2727 0.3177  -0.759
C 2.2860 -0.1513 0.1946  0.423
C -0.6793 1.5078 0.1178  0.163
N -0.8295 1.9835 -0.9427  -0.468
H -1.0719 -0.2262 -1.2398  0.336
H -2.1041 -0.9311 -0.1328  0.261
H -0.5588 -0.7483 1.5326  0.322
H 3.3341 -0.0208 0.0456  0.398

Atoms 1-3, force components in eV/Å:
0.02 -0.40 -0.29
-0.21 1.34 -0.13
0.62 0.11 -0.06

Highest occupied orbital energy = -10.3 eV
Maximum force = 0.0368 Eh/bohr
Net charge = 0
LUMO level = -0.41 eV
Structure (SMILES) = C#C[C@H](N)C#N
E = -7188.54267 eV
HOMO-LUMO gap = 9.92 eV
ΔE to the lowest compared entry with this formula, charge and spin = 4.146 eV